No. 1
Density functional theory data (ωB97M-V with the def2-TZVPD basis set) for a 5-piece molecular cluster, C19H19Br2ClF4O12Si overall.

XYZ file:
```
58
C19H19Br2ClF4O12Si ωB97M-V with the def2-TZVPD basis set
Cl -0.21740 4.15869 3.59977
Si 0.29516 3.52349 1.73501
Br -0.44560 1.43827 1.55846
Br 2.48854 3.42522 1.54700
C -0.45561 4.68495 0.50284
C -1.95765 4.54527 0.42979
C -2.54405 3.56490 -0.36410
C -3.92226 3.42966 -0.41583
C -4.73693 4.27515 0.32426
C -4.16117 5.25610 1.11224
C -2.78026 5.38884 1.16690
H 0.00794 4.58898 -0.48059
H -0.20963 5.68249 0.88250
H -1.91023 2.89728 -0.93935
H -4.35987 2.65719 -1.03666
H -5.81117 4.15404 0.28099
H -4.78654 5.92214 1.69371
H -2.34327 6.15908 1.79620
O -8.57189 2.92154 1.53764
C -8.78031 4.07781 1.42320
O -9.90320 4.71878 1.81955
C -9.71459 6.12532 1.64772
C -8.61792 6.17059 0.60231
F -7.78238 7.22175 0.77443
O -7.91424 4.96994 0.85273
H -9.36599 6.56593 2.58275
H -10.64258 6.59472 1.33639
H -8.97026 6.16962 -0.43034
O 3.03045 -4.20313 -0.71700
C 2.22151 -3.41493 -0.34634
O 2.48679 -2.13430 -0.03145
C 1.24484 -1.45747 0.21095
C 0.32567 -2.61330 0.55226
F -0.93948 -2.41646 0.12372
O 0.90614 -3.68572 -0.17533
H 0.91698 -0.96229 -0.70378
H 1.35798 -0.72914 1.00577
H 0.29966 -2.88002 1.60979
O 7.61361 -7.99051 0.64929
C 6.48766 -7.65965 0.50901
O 5.74915 -7.86366 -0.60865
C 4.39763 -7.47353 -0.34258
C 4.57818 -6.50992 0.80984
F 3.54575 -6.54333 1.68573
O 5.74469 -7.00133 1.44310
H 3.81973 -8.34383 -0.02847
H 3.94919 -7.02195 -1.22217
H 4.74028 -5.47648 0.50349
O 7.94971 -1.32113 -3.83186
C 7.32690 -2.26065 -3.47788
O 6.80959 -2.43389 -2.23866
C 5.98694 -3.60358 -2.24695
C 6.54903 -4.37307 -3.42475
F 5.59847 -5.07840 -4.08361
O 7.02991 -3.33895 -4.25937
H 4.94874 -3.32285 -2.42347
H 6.06482 -4.12818 -1.29959
H 7.37278 -5.04607 -3.18058
```

Output
Orbital gap = 9.536 eV
HOMO = -9.36 eV
E_tot = -7935.69963 Eh
Lowest unoccupied orbital energy = 0.172 eV

---

No. 2
Density functional theory data (ωB97M-V with the def2-TZVPD basis set) for C3H10OSSi as an isolated structure.

XYZ file:
```
16
C3H10OSSi ωB97M-V with the def2-TZVPD basis set
C 1.79390 -0.56962 -0.85741
C 1.48309 -1.15309 0.47834
C 0.03862 -1.15064 0.83699
O -2.01780 0.70686 0.46171
Si -3.12007 0.22109 -0.47040
S -1.05142 -2.06139 0.08320
H 1.30912 0.44317 -0.96841
H 2.91785 -0.37086 -0.86442
H 1.39527 -1.15424 -1.67307
H 1.96637 -0.68507 1.37921
H 1.87715 -2.19848 0.43129
H 2.59137 2.68664 -1.25339
H -0.31022 -0.47184 1.68032
H -3.90379 -0.98715 -0.31990
H -3.15916 0.65301 -1.84037
H 2.28304 2.09483 -0.85061
```

Output
Orbital gap = 7.741 eV
HOMO = -8.47 eV
E_tot = -883.10609 Eh
Lowest unoccupied orbital energy = -0.730 eV

---

No. 3
Density functional theory data (ωB97M-V with the def2-TZVPD basis set) for a 6-piece molecular cluster, C13H29FNO20PS5 overall.

XYZ file:
```
70
C13H29FNO20PS5 ωB97M-V with the def2-TZVPD basis set
O 1.84904 1.54586 -5.16100
S 1.39616 2.64657 -4.38909
O 0.33001 3.45895 -4.84417
O 2.65750 3.54113 -4.01471
C 2.76775 3.70333 -2.59073
C 2.17693 2.42490 -2.03471
O 1.05834 2.16412 -2.90245
H 2.19342 4.58152 -2.29215
H 3.81342 3.83858 -2.33138
H 1.82406 2.52254 -1.01362
H 2.88019 1.59189 -2.10606
O -4.28110 -5.49952 -5.55777
S -4.75603 -5.99495 -4.31779
O -5.47997 -5.16671 -3.42608
O -3.53368 -6.68395 -3.55505
C -3.83331 -8.05029 -3.23633
C -4.77102 -8.48209 -4.34692
O -5.59984 -7.32918 -4.55107
H -4.31646 -8.08864 -2.25877
H -2.90567 -8.61494 -3.21572
H -5.40390 -9.32031 -4.07129
H -4.23472 -8.70571 -5.27069
O 0.34424 2.64852 0.91387
S -0.62736 2.25532 1.87833
O -1.50691 3.21858 2.43174
O 0.15690 1.49637 3.03446
C -0.35214 0.15349 3.20279
C -0.87833 -0.21009 1.82825
O -1.46486 1.02533 1.35347
H -1.14911 0.17589 3.94697
H 0.44581 -0.49854 3.54646
H -1.63895 -0.98356 1.84678
H -0.08560 -0.49471 1.13784
O 0.70054 -1.43877 6.35644
S 1.71639 -0.73798 7.05938
O 2.65746 -1.42219 7.86450
O 1.02776 0.43697 7.88551
C 1.59888 1.70977 7.53810
C 2.01511 1.53426 6.09112
O 2.52386 0.19224 6.04561
H 2.45359 1.90296 8.18754
H 0.84624 2.48033 7.67665
H 2.79832 2.22096 5.78333
H 1.16445 1.61107 5.41181
O 4.54525 7.42472 2.93140
S 4.04519 6.10013 2.88590
O 4.91342 4.98965 3.03631
O 3.17164 5.93964 1.56079
C 1.84125 5.49787 1.88147
C 1.58337 6.08445 3.25335
O 2.84470 5.92601 3.92390
H 1.82251 4.40815 1.89472
H 1.15195 5.86740 1.12775
H 0.81890 5.54729 3.80720
H 1.33309 7.14547 3.20683
C -2.52528 -3.00101 -3.81227
C -1.83179 -1.83876 -4.54525
C -0.33510 -1.72960 -4.23976
N -0.09057 -1.34919 -2.83324
P 1.13613 -2.21764 -2.05522
F 0.57879 -1.95420 -0.53773
H -1.85261 -3.86535 -3.73185
H -2.79748 -2.70365 -2.79599
H -3.42277 -3.31807 -4.34033
H -2.28656 -0.88889 -4.23660
H -1.95974 -1.92055 -5.62865
H 0.14018 -1.01460 -4.91574
H 0.14690 -2.69904 -4.43673
H 0.03648 -0.35275 -2.72588
H 0.41473 -3.43680 -2.20781
```

Output
Orbital gap = 8.827 eV
HOMO = -8.74 eV
E_tot = -4504.36658 Eh
Lowest unoccupied orbital energy = 0.087 eV

---

No. 4
Density functional theory data (ωB97M-V with the def2-TZVPD basis set) for a 12-piece molecular cluster, C7H32O11 overall.

XYZ file:
```
50
C7H32O11 ωB97M-V with the def2-TZVPD basis set
C 2.15150 0.60521 -0.49160
C 1.74252 2.01733 -0.22916
C 2.70495 3.00305 -0.26647
C -0.71940 1.71163 -0.10220
C 0.44337 2.33151 0.24660
C -2.75438 0.86238 0.90472
C -2.09003 1.88576 0.34456
H 1.83393 0.05836 0.41583
H 1.75338 0.12027 -1.36599
H 3.22244 0.49097 -0.32397
H 2.25346 3.99610 -0.15984
H 3.75370 3.11019 -0.47380
H -0.61076 0.89098 -0.82185
H 0.43235 3.23020 0.86219
H -3.64993 1.14068 1.44382
H -2.19400 -0.01852 1.20531
H -2.54411 2.87098 0.26746
H 1.08210 -1.58160 4.52147
H 1.68378 -1.11664 3.28831
O 1.18653 -0.74408 4.04885
H -2.09400 -1.59501 -2.25938
H -2.91347 -2.57726 -2.81497
O -2.24024 -2.56270 -2.12149
H 1.89914 -1.94355 -1.42934
H 2.96644 -1.51791 -2.44866
O 2.15451 -2.02426 -2.35650
H 0.27774 -3.75870 -1.24345
H -0.63074 -2.53724 -1.26579
O 0.04737 -2.98181 -0.72044
H 1.35563 -2.59185 1.21563
H 2.74259 -2.37550 1.92707
O 1.91878 -1.95577 1.66875
H -1.96215 0.58969 -2.00798
H -3.38442 0.51561 -2.40860
O -2.53753 0.08514 -2.59644
H -0.95200 -0.75183 4.13284
H -0.59108 0.05340 2.87868
O -1.15372 0.04815 3.65356
H -0.73968 -3.52402 1.54938
H -1.81241 -3.43932 2.48239
O -0.84688 -3.34836 2.49910
H -0.71464 2.66032 3.86741
H 0.24964 1.52496 3.55710
O -0.02046 2.40086 3.25612
H 0.05398 0.02231 -4.24293
H 0.65245 -0.57316 -2.93385
O -0.16898 -0.31721 -3.37157
H -0.30152 2.03630 -4.40116
H 0.40181 2.61679 -3.25170
O 0.43786 2.62619 -4.20961
```

Output
Charge = +1
Orbital gap (alpha / beta) = 8.627 / 5.752 eV
2S+1 = 2
HOMO (alpha / beta) = -13.30 / -13.30 eV
E_tot = -1113.14036 Eh
Lowest unoccupied orbital energy (alpha / beta) = -4.673 / -7.546 eV

---

No. 5
Density functional theory data (ωB97M-V with the def2-TZVPD basis set) for a 2-piece molecular cluster, C3H9N overall.

XYZ file:
```
13
C3H9N ωB97M-V with the def2-TZVPD basis set
C -1.47694 -0.32736 -0.10635
N -2.13785 0.20361 0.83668
C -1.51119 1.44725 1.40676
H -1.93407 -1.21258 -0.53933
H -0.52674 0.08395 -0.44218
H -2.15455 1.73326 2.22434
H -0.47879 1.25431 1.68700
H -1.50591 2.20017 0.62236
C 2.34976 -1.08750 -1.16149
H 2.33408 -0.41763 -0.29707
H 1.50099 -1.74832 -0.98971
H 2.29195 -0.43666 -2.02778
H 3.24926 -1.69250 -1.21323
```

Output
Orbital gap = 10.795 eV
HOMO = -9.82 eV
E_tot = -174.40544 Eh
Lowest unoccupied orbital energy = 0.980 eV

---

No. 6
Density functional theory data (ωB97M-V with the def2-TZVPD basis set) for the molecule C5H6N2O2.

XYZ file:
```
15
C5H6N2O2 ωB97M-V with the def2-TZVPD basis set
H -0.41718 2.35291 -0.28614
N 0.30214 2.12135 0.49160
C -0.04785 0.97717 0.88760
O -1.17018 0.46596 0.16367
C 0.62136 0.09513 1.87876
C 2.08860 -0.14625 1.89757
N 2.64874 -0.19652 0.55231
C 1.80955 -1.22588 0.17122
O 1.67900 -1.81148 -0.87672
C 1.16369 -1.29673 1.54156
H -1.25698 -0.47740 0.34689
H 0.14541 0.11918 2.86472
H 2.72332 -0.04403 2.77542
H 2.88772 0.60980 -0.01648
H 0.89838 -2.18371 2.11254
```

Output
Orbital gap = 10.701 eV
HOMO = -10.03 eV
E_tot = -454.05931 Eh
Lowest unoccupied orbital energy = 0.672 eV